C67H75Cl4Ge2N9O4PSTl | the ωB97M-V functional and the def2-TZVPD basis

The geometry in XYZ format:
```
164
C67H75Cl4Ge2N9O4PSTl, DFT the ωB97M-V functional and the def2-TZVPD basis
Tl -0.702 0.771 0.257
C 3.667 3.398 2.895
C 2.256 3.621 3.291
N 1.839 4.567 4.060
N 0.483 4.396 4.112
C 0.036 3.355 3.372
S -1.514 2.848 3.158
N 1.208 2.844 2.846
N 1.265 1.743 2.021
H 4.317 3.959 3.561
H 3.836 3.742 1.873
H 3.919 2.338 2.940
H -0.093 5.010 4.656
H 1.837 1.861 1.183
H 1.472 0.886 2.518
Cl 2.030 -5.380 -3.727
C 1.051 -4.325 -2.768
C -0.189 -3.908 -3.221
Cl -0.764 -4.428 -4.765
C -0.954 -3.053 -2.437
Cl -2.539 -2.585 -2.946
C -0.500 -2.524 -1.205
O -1.168 -1.658 -0.560
C 0.757 -3.033 -0.714
O 1.099 -2.594 0.529
C 1.499 -3.895 -1.509
Cl 3.061 -4.418 -0.981
Ge -1.851 -1.213 1.992
C -3.163 -2.529 1.328
C -4.434 -2.156 0.900
C -5.299 -3.088 0.344
C -4.894 -4.404 0.178
C -3.626 -4.789 0.595
C -2.774 -3.858 1.170
C -2.566 -0.593 3.755
C -1.734 -0.552 4.871
C -2.239 -0.244 6.125
C -3.586 0.054 6.281
C -4.417 0.063 5.169
C -3.907 -0.254 3.918
H -0.639 -2.053 2.455
H -4.744 -1.120 0.982
H -6.289 -2.781 0.022
H -5.560 -5.125 -0.280
H -3.299 -5.813 0.460
H -1.780 -4.156 1.490
H -0.679 -0.774 4.756
H -1.578 -0.238 6.985
H -3.984 0.285 7.262
H -5.466 0.318 5.278
H -4.556 -0.241 3.051
N 1.417 1.090 -0.874
P 1.741 1.299 -2.356
N 0.522 1.156 -3.523
C 0.753 1.221 -4.952
C -0.026 0.099 -5.680
C -1.138 -0.445 -4.780
C -1.841 0.718 -4.090
C -0.852 1.453 -3.166
N 2.909 0.296 -3.121
C 2.483 -1.084 -3.345
C 3.366 -1.741 -4.406
C 4.842 -1.355 -4.191
C 5.045 -0.903 -2.747
C 4.237 0.371 -2.496
N 2.549 2.782 -2.621
C 2.499 3.797 -1.573
C 2.482 5.194 -2.185
C 3.773 5.459 -2.979
C 4.324 4.148 -3.561
C 3.163 3.204 -3.866
H 1.820 1.127 -5.138
H 0.423 2.199 -5.337
H 0.644 -0.716 -5.966
H -0.464 0.505 -6.597
H -0.714 -1.099 -4.015
H -1.846 -1.040 -5.362
H -2.684 0.357 -3.496
H -2.233 1.402 -4.852
H -1.006 1.120 -2.145
H -1.046 2.538 -3.201
H 1.442 -1.079 -3.664
H 2.520 -1.658 -2.413
H 3.047 -1.422 -5.402
H 3.237 -2.825 -4.347
H 5.118 -0.532 -4.857
H 5.496 -2.200 -4.419
H 6.098 -0.701 -2.538
H 4.730 -1.704 -2.075
H 4.777 1.215 -2.941
H 4.146 0.567 -1.421
H 3.370 3.710 -0.899
H 1.603 3.619 -0.979
H 2.362 5.947 -1.402
H 1.612 5.262 -2.844
H 4.523 5.923 -2.333
H 3.563 6.165 -3.787
H 4.982 3.665 -2.834
H 4.908 4.338 -4.464
H 3.504 2.323 -4.410
H 2.449 3.737 -4.515
C 1.501 -5.374 1.875
Ge 1.944 -3.442 1.876
C 3.866 -2.992 1.828
C 4.850 -3.891 2.224
C 6.177 -3.496 2.312
C 6.531 -2.181 2.046
C 5.557 -1.277 1.648
C 4.239 -1.687 1.511
C 1.391 -2.532 3.573
C 2.090 -1.410 3.951
C 1.984 -0.858 5.243
C 1.242 -1.491 6.198
C 0.492 -2.640 5.865
C -0.308 -3.296 6.830
C -1.135 -4.322 6.475
C -1.209 -4.726 5.129
C -0.399 -4.155 4.189
C 0.507 -3.121 4.526
H 1.351 -5.746 2.887
H 2.294 -5.946 1.401
H 0.584 -5.520 1.303
H 4.575 -4.914 2.460
H 6.940 -4.208 2.603
H 7.562 -1.862 2.138
H 5.825 -0.248 1.439
H 3.484 -1.003 1.128
H 2.781 -0.955 3.256
H 2.530 0.044 5.493
H 1.201 -1.109 7.212
H -0.265 -2.954 7.858
H -1.758 -4.807 7.216
H -1.919 -5.489 4.837
H -0.486 -4.456 3.154
C -5.224 -0.661 -2.325
O -6.390 0.061 -1.884
C -6.170 0.826 -0.757
C -6.631 0.426 0.479
C -6.361 1.205 1.597
C -5.625 2.372 1.466
C -5.198 2.799 0.219
C -5.468 2.030 -0.908
N -5.194 2.399 -2.227
C -4.369 3.304 -2.769
C -3.229 3.895 -2.258
C -2.730 5.064 -2.912
C -1.686 5.771 -2.411
C -1.049 5.330 -1.219
C -1.417 4.165 -0.620
C -2.469 3.343 -1.144
O -2.713 2.198 -0.710
H -5.361 -1.725 -2.130
H -4.322 -0.325 -1.809
H -5.102 -0.510 -3.400
H -7.185 -0.500 0.558
H -6.710 0.886 2.570
H -5.368 2.948 2.344
H -4.674 3.736 0.118
H -5.753 1.868 -2.883
H -4.684 3.616 -3.760
H -3.238 5.392 -3.814
H -1.337 6.661 -2.918
H -0.237 5.913 -0.804
H -0.903 3.798 0.259
```

Properties
- Relative energy (zero: lowest compared OMol25 entry of this formula, charge and spin): 41.67 kcal/mol
- ⟨S²⟩: 0.763
- E_tot: -10298.551208 a.u.
- Multiplicity: 2
- M: 1624.85 g/mol
- HOMO level (spin up / spin down): -2.78 / -4.48 eV
- Net charge: -1

Löwdin population analysis, charges in e, atoms 1 to 99: Tl 0.75; C 0.00; C -0.35; N 0.10; N 0.01; C -0.82; S 0.63; N -0.09; N 0.06; H 0.08; H 0.08; H 0.08; H 0.14; H 0.04; H 0.08; Cl 0.63; C -0.74; C -0.72; Cl 0.65; C -0.59; Cl 0.76; C -0.41; O -0.28; C -0.29; O -0.20; C -0.61; Cl 0.74; Ge 0.92; C -0.31; C -0.11; C -0.11; C -0.11; C -0.09; C -0.12; C -0.35; C -0.13; C -0.10; C -0.11; C -0.10; C -0.12; H -0.04; H 0.07; H 0.09; H 0.09; H 0.10; H 0.07; H 0.07; H 0.09; H 0.09; H 0.09; H 0.06; N -0.31; P 0.54; N -0.22; C -0.21; C -0.16; C -0.24; C -0.16; C -0.21; N -0.21; C -0.21; C -0.16; C -0.19; C -0.19; C -0.22; N -0.20; C -0.23; C -0.19; C -0.20; C -0.19; C -0.24; H 0.09; H 0.11; H 0.09; H 0.10; H 0.06; H 0.10; H 0.08; H 0.11; H 0.02; H 0.11; H 0.10; H 0.10; H 0.10; H 0.08; H 0.10; H 0.10; H 0.11; H 0.10; H 0.10; H 0.10; H 0.11; H 0.08; H 0.10; H 0.10; H 0.10; H 0.10; H 0.10; H 0.10


C67H80BBr3F8N5O3 | the ωB97M-V functional and the def2-TZVPD basis

The geometry in XYZ format:
```
167
C67H80BBr3F8N5O3, DFT the ωB97M-V functional and the def2-TZVPD basis
C -6.746 0.146 3.681
O -6.757 -0.961 4.686
C -5.632 -1.834 4.215
C -5.702 -3.357 4.864
C -4.357 -4.161 4.326
C -4.504 -4.653 2.735
C -3.026 -4.843 2.051
C -2.811 -4.057 0.629
C -3.110 -2.444 0.674
C -1.720 -1.518 0.769
C -1.545 -1.137 2.354
B -0.001 -0.850 2.838
C 0.978 -2.170 2.807
C 0.969 -3.082 4.168
N 2.442 -3.457 4.434
O -0.200 -0.095 4.092
C 0.159 1.355 3.940
N -1.008 2.303 4.165
C 1.449 1.434 4.997
C 1.078 0.800 6.491
N -0.332 1.114 6.948
N 2.019 1.537 7.468
N 1.448 -0.673 6.622
C 0.522 1.539 2.317
Br -1.213 2.333 1.610
C 1.583 2.731 1.994
Br 1.360 4.467 3.044
C 2.684 2.734 0.999
C 2.944 1.428 0.048
Br 3.852 4.357 0.767
O 0.818 0.131 2.042
H -5.605 0.461 3.580
H -7.165 -0.306 2.670
H -7.430 1.064 4.019
H -5.725 -1.943 3.042
H -4.639 -1.279 4.488
H -6.703 -3.913 4.624
H -5.619 -3.306 6.048
H -4.199 -5.064 5.066
H -3.447 -3.423 4.449
H -5.248 -3.985 2.125
H -4.998 -5.738 2.801
H -2.193 -4.571 2.838
H -2.891 -6.008 1.834
H -1.687 -4.187 0.308
H -3.525 -4.548 -0.158
H -3.845 -2.181 1.575
H -3.712 -2.144 -0.307
H -1.927 -0.509 0.177
H -0.829 -2.126 0.307
H -2.230 -0.229 2.631
H -1.929 -2.066 2.975
H 2.092 -1.766 2.665
H 0.756 -2.796 1.825
H 0.450 -4.115 3.872
H 0.453 -2.572 5.085
H 2.873 -3.754 3.509
H 2.499 -4.236 5.131
H -1.834 1.830 4.592
H -0.629 3.059 4.810
H 2.304 0.766 4.509
H 1.813 2.527 5.200
H -0.362 1.285 7.981
H -0.932 0.304 6.676
H 2.910 1.759 6.964
H 1.560 2.391 7.853
H 2.435 -0.783 6.963
H 0.796 -1.042 7.377
H 3.680 0.713 0.657
H 1.993 0.791 -0.201
H 3.489 1.670 -0.964
F 2.726 11.623 4.412
C 2.499 10.307 4.308
C 2.623 9.501 5.434
C 2.381 8.131 5.328
C 2.029 7.581 4.093
C 1.912 8.398 2.968
C 2.143 9.769 3.077
H 2.905 9.945 6.383
H 2.468 7.493 6.205
H 1.845 6.512 4.010
H 1.642 7.966 2.007
H 2.048 10.420 2.214
F -5.517 -6.947 -0.125
C -4.568 -7.777 -0.578
C -4.517 -8.085 -1.933
C -3.526 -8.945 -2.405
C -2.602 -9.496 -1.514
C -2.664 -9.185 -0.155
C -3.649 -8.316 0.315
H -5.249 -7.653 -2.608
H -3.473 -9.186 -3.464
H -1.831 -10.170 -1.882
H -1.946 -9.619 0.537
H -3.706 -8.056 1.367
F 2.054 2.269 -6.440
C 2.914 2.666 -5.492
C 2.425 3.175 -4.294
C 3.320 3.584 -3.305
C 4.695 3.489 -3.530
C 5.176 2.981 -4.738
C 4.281 2.562 -5.722
H 1.353 3.249 -4.141
H 2.947 3.976 -2.362
H 5.393 3.811 -2.761
H 6.247 2.912 -4.913
H 4.638 2.157 -6.663
F -5.195 -2.638 -1.648
C -5.353 -2.122 -2.874
C -5.179 -0.756 -3.069
C -5.339 -0.219 -4.346
C -5.681 -1.053 -5.413
C -5.859 -2.422 -5.206
C -5.688 -2.960 -3.931
H -4.921 -0.122 -2.227
H -5.197 0.846 -4.511
H -5.810 -0.633 -6.409
H -6.130 -3.068 -6.038
H -5.814 -4.023 -3.754
F 4.402 -3.040 -10.172
C 4.577 -1.740 -9.897
C 5.849 -1.186 -9.989
C 6.030 0.168 -9.708
C 4.937 0.951 -9.327
C 3.665 0.385 -9.233
C 3.483 -0.967 -9.525
H 6.687 -1.812 -10.278
H 7.019 0.613 -9.784
H 5.080 2.007 -9.104
H 2.817 0.996 -8.933
H 2.499 -1.421 -9.466
F -5.510 -1.833 -8.526
C -4.561 -2.663 -8.979
C -4.510 -2.971 -10.334
C -3.519 -3.831 -10.806
C -2.595 -4.383 -9.915
C -2.657 -4.071 -8.556
C -3.642 -3.203 -8.086
H -5.242 -2.540 -11.010
H -3.466 -4.072 -11.865
H -1.824 -5.057 -10.283
H -1.939 -4.505 -7.864
H -3.699 -2.943 -7.034
F 7.676 2.766 -3.349
C 8.807 2.059 -3.468
C 8.745 0.671 -3.520
C 9.922 -0.065 -3.649
C 11.152 0.595 -3.713
C 11.205 1.989 -3.655
C 10.026 2.725 -3.537
H 7.781 0.175 -3.460
H 9.883 -1.151 -3.698
H 12.070 0.020 -3.809
H 12.163 2.500 -3.701
H 10.048 3.809 -3.499
F 1.146 5.538 6.914
C 0.038 6.098 7.418
C -0.993 6.467 6.560
C -2.149 7.046 7.085
C -2.257 7.258 8.462
C -1.215 6.889 9.313
C -0.064 6.300 8.790
H -0.888 6.302 5.493
H -2.963 7.331 6.424
H -3.156 7.714 8.870
H -1.299 7.059 10.384
H 0.752 5.999 9.439
```

Properties
- E_tot: -11646.085277 a.u.
- M: 1405.92 g/mol
- HOMO level: -4.81 eV
- Net charge: -1

Löwdin population analysis, charges in e, atoms 1 to 99: C -0.13; O -0.27; C -0.22; C -0.18; C -0.21; C -0.20; C -0.21; C -0.19; C -0.20; C -0.18; C -0.12; B -0.93; C -0.09; C -0.27; N -0.09; O -0.04; C -0.41; N -0.09; C -0.03; C -0.55; N 0.05; N 0.00; N 0.04; C -0.58; Br 0.70; C -0.52; Br 0.69; C -0.62; C -0.12; Br 0.55; O -0.06; H 0.10; H 0.10; H 0.10; H 0.11; H 0.13; H 0.11; H 0.11; H 0.11; H 0.10; H 0.10; H 0.10; H 0.10; H 0.08; H 0.11; H 0.10; H 0.10; H 0.08; H 0.10; H 0.10; H 0.08; H 0.10; H 0.11; H 0.10; H 0.10; H 0.10; H 0.06; H 0.04; H 0.08; H 0.06; H 0.15; H 0.08; H 0.07; H 0.08; H 0.07; H 0.06; H 0.08; H 0.08; H 0.10; H 0.10; H 0.06; F 0.05; C -0.30; C -0.02; C -0.07; C -0.12; C -0.07; C -0.02; H 0.11; H 0.10; H -0.05; H 0.11; H 0.11; F 0.06; C -0.29; C -0.02; C -0.09; C -0.10; C -0.08; C -0.02; H 0.11; H 0.10; H 0.10; H 0.11; H 0.10; F 0.05; C -0.29; C -0.01; C -0.08